Record 1
# C5H10ClN2

A cluster of 2 separate species, C5H10ClN2 in total at a distorted geometry (wB97M-V/def2-TZVPD, OMol25).

Last column: Mulliken charge in e.
Atoms and positions in Å:
C: 0.15 -0.34 -1.16  -0.832
C: 2.62 0.93 -2.18  0.818
C: 2.75 0.19 -1.16  -0.379
C: -0.87 1.07 0.54  -0.879
C: -0.32 -1.39 1.03  -0.797
N: 2.57 1.57 -3.23  -0.452
N: -0.01 -0.11 0.26  0.425
Cl: 2.98 0.18 0.50  -0.097
H: 0.01 0.56 -1.73  0.446
H: 0.41 -1.34 -1.56  0.311
H: -0.73 1.64 1.53  0.297
H: -0.43 1.82 -0.21  0.378
H: -1.87 0.70 0.40  0.418
H: -0.60 -2.21 0.41  0.397
H: 0.42 -1.47 1.82  0.279
H: -1.21 -1.13 1.64  0.353
H: 2.64 1.11 -4.09  0.294
H: 0.93 0.23 0.54  0.020

Total energy = -765.73738 a.u.
HOMO-LUMO gap (spin up / spin down) = 0.281 / 0.300 Eh
Total charge = +1
LUMO level (spin up / spin down) = -5.27 / -4.83 eV


Record 2
# C5H10F2

A cluster of 2 separate species, C5H10F2 in total at a distorted geometry (wB97M-V/def2-TZVPD, OMol25).

Last column: Mulliken charge in e.
Atoms and positions in Å:
C: -0.36 -1.15 -0.76  -1.305
C: 0.12 -0.19 1.55  -1.348
C: -0.39 1.35 -0.52  -1.227
C: 2.26 0.02 -0.30  0.149
C: -0.02 0.08 0.10  0.944
F: 2.86 1.04 0.28  -0.223
F: 2.72 -1.12 0.30  -0.258
H: -1.30 -1.52 -0.47  0.477
H: 0.35 -2.11 -0.57  0.260
H: -0.18 -0.88 -1.90  0.299
H: 0.94 0.47 2.05  0.297
H: 0.62 -1.16 1.79  0.332
H: -0.79 -0.27 2.09  0.429
H: -1.50 1.18 -1.05  0.291
H: -0.33 2.24 0.18  0.319
H: 0.17 1.56 -1.44  0.315
H: 2.31 -0.16 -1.46  0.249

Total energy = -396.10447 a.u.
HOMO-LUMO gap = 0.327 Eh
Total charge = 0
LUMO level = 0.90 eV


Record 3
# C5H10F2N2

An isolated molecule of C5H10F2N2 at a distorted geometry (wB97M-V/def2-TZVPD, OMol25).

Last column: Mulliken charge in e.
Atoms and positions in Å:
C: -1.06 2.15 -0.02  -1.083
N: -1.18 0.71 -0.21  -0.132
C: -0.05 0.09 -0.98  -0.941
C: 1.24 -0.02 -0.18  -0.232
C: 1.94 -1.14 -0.05  -0.085
N: 1.70 -2.40 -0.61  -0.477
C: -1.41 0.00 1.10  0.269
F: -1.98 -1.19 0.97  -0.297
F: -2.45 0.65 1.77  -0.299
H: -0.50 2.38 0.85  0.368
H: -0.73 2.47 -0.93  0.431
H: -1.99 2.65 0.10  0.323
H: 0.13 0.46 -1.90  0.438
H: -0.34 -0.92 -1.18  0.337
H: 1.61 0.93 0.30  0.259
H: 2.86 -1.12 0.55  0.337
H: 1.79 -3.25 -0.09  0.217
H: 0.90 -2.44 -1.24  0.241
H: -0.47 -0.03 1.75  0.325

Total energy = -505.70133 a.u.
SMILES = CN(C/C=C\N)C(F)F
HOMO-LUMO gap = 0.351 Eh
Total charge = 0
LUMO level = 0.95 eV